Here is a molecular structure, C33H54F36N10O28S12 in a non-equilibrium geometry from OMol25. Energies are from ωB97M-V/def2-TZVPD.

Geometry as ORCA input:
```
! wB97M-V def2-TZVPD RIJCOSX def2/J DEFGRID3
* xyz -2 1
C 0.86546 -0.33445 -1.69579
C -0.32719 -1.30002 -1.41858
C -0.44089 -1.57290 0.02972
C -1.94026 -2.00960 0.32365
C -3.03902 -0.97730 -0.01040
C -2.93776 -0.63053 -1.58825
N -1.53620 -0.35084 -1.92521
O -1.27946 0.54260 -2.62744
C -3.75874 0.62021 -1.86085
C -3.51813 -1.86139 -2.30911
C -0.33842 -2.53879 -2.33011
H 1.72074 -0.84708 -1.23664
H 0.75027 0.59389 -1.09188
H 0.96843 -0.16678 -2.77861
H -0.11966 -0.79242 0.65809
H 0.33022 -2.26161 0.33028
H -2.02535 -2.35006 1.40364
H -2.05628 -2.92296 -0.23258
H -2.88264 -0.04089 0.52887
H -4.10380 -1.24485 0.14703
H -4.77086 0.53305 -1.37343
H -3.96806 0.65706 -2.93835
H -3.36105 1.51864 -1.37566
H -3.46012 -2.75143 -1.70609
H -3.09828 -2.13406 -3.27843
H -4.56375 -1.55727 -2.35176
H -0.93247 -3.29283 -1.89453
H 0.66659 -2.89734 -2.47809
H -0.64492 -2.18782 -3.34402
C 0.84067 2.07366 -6.47749
C 2.04754 1.30451 -5.83788
C 2.20931 1.38886 -4.37152
O 3.32813 0.46702 -3.99379
C 3.99954 0.76503 -2.72596
N 1.85218 -0.17198 -6.08238
H 0.96366 -0.36807 -5.54390
H 1.63618 -0.33925 -7.09687
H 2.72344 -0.68307 -5.79295
H 0.90466 1.88592 -7.54768
H 0.91855 3.10773 -6.32517
H -0.13506 1.63149 -6.07045
H 2.94226 1.66331 -6.33841
H 1.29553 1.18539 -3.79202
H 2.50624 2.41470 -4.06103
H 4.52701 -0.05222 -2.37710
H 3.25800 1.00963 -1.91339
H 4.60659 1.62417 -2.96567
C 1.34887 1.64774 5.59483
C 2.08921 1.34306 4.28693
C 3.36924 1.98949 4.52076
O 4.25795 1.61727 3.46797
C 5.32094 2.43028 3.50285
N 2.25577 -0.10759 3.94572
H 3.00908 -0.39009 3.24745
H 2.29225 -0.63526 4.81847
H 1.34700 -0.53120 3.56757
H 1.39179 2.74280 5.91365
H 1.89734 1.09277 6.32955
H 0.29640 1.37603 5.65258
H 1.67210 1.78329 3.37591
H 3.78409 1.66179 5.43158
H 3.20110 3.05675 4.40326
H 4.91583 3.42644 3.59868
H 5.78829 2.43127 2.48909
H 6.07558 2.32257 4.29880
C -3.96454 -2.10771 3.97830
C -3.64845 -0.86475 4.76867
C -3.92329 -1.08522 6.27247
O -3.42128 0.04648 6.97716
C -3.53336 -0.19295 8.37319
N -2.15419 -0.63568 4.68039
H -1.95765 -0.08309 3.80167
H -1.81553 -0.00583 5.46511
H -1.61286 -1.48347 4.67655
H -3.51378 -2.06685 3.03174
H -5.06195 -2.24509 3.87007
H -3.62523 -3.02349 4.44135
H -4.27786 -0.08646 4.27895
H -3.32862 -1.99697 6.56836
H -5.00602 -1.27992 6.40229
H -3.05277 -1.12934 8.73788
H -4.61295 -0.17207 8.68116
H -3.02284 0.68631 8.79367
C 6.26826 -1.61063 2.40971
F 6.21984 -0.68963 3.39028
F 7.50870 -1.69418 1.87700
F 5.87627 -2.82711 2.89836
S 4.96109 -1.21960 1.16135
O 3.76521 -0.92296 2.00723
O 5.45485 -0.09205 0.42032
N 4.88351 -2.53000 0.36694
S 3.73173 -3.57036 0.26542
O 4.10241 -4.82028 0.82607
O 2.41385 -3.01738 0.38058
C 3.87304 -3.96471 -1.56494
F 3.17096 -5.00687 -1.94622
F 3.33049 -2.88045 -2.25829
F 5.15686 -4.15264 -1.99388
C -2.28563 -0.35102 -7.85622
F -0.97739 -0.56594 -8.17526
F -2.53543 0.88531 -8.27843
F -2.99398 -1.24588 -8.49577
S -2.42074 -0.64263 -5.89034
O -3.00290 -1.92263 -5.61651
O -1.10700 -0.56712 -5.30435
N -3.39729 0.54592 -5.44339
S -4.95401 0.61392 -5.84614
O -5.30736 0.23872 -7.16738
O -5.85270 0.09403 -4.85236
C -5.12936 2.41550 -5.75936
F -6.37123 2.76240 -5.64562
F -4.49548 2.83990 -4.69497
F -4.60811 2.98709 -6.82115
C 7.53792 -1.02862 -8.82122
F 7.81338 -1.54121 -7.62678
F 8.63356 -1.24880 -9.58582
F 6.50223 -1.67175 -9.29691
S 7.25604 0.79514 -8.98517
O 8.15485 1.43778 -8.12715
O 7.48086 1.04507 -10.41207
N 5.74263 0.90610 -8.44020
S 4.41000 1.37513 -9.15807
O 4.18101 1.00708 -10.55369
O 3.24742 1.22430 -8.27643
C 4.58174 3.27215 -9.24479
F 4.73097 3.83492 -7.96953
F 5.63023 3.67573 -9.98738
F 3.48662 3.69009 -9.81584
C 1.26170 -3.05911 8.51748
F 1.34527 -2.75788 9.83414
F 2.53496 -3.23847 8.20173
F 0.72623 -4.27267 8.35642
S 0.55230 -1.71851 7.36760
O -0.85519 -1.94229 7.48407
O 1.07050 -0.46696 7.81036
N 1.17615 -2.10218 5.90201
S 0.47621 -3.24423 4.98529
O -0.09502 -4.35772 5.64985
O -0.19295 -2.56498 3.89978
C 2.05287 -3.95290 4.32552
F 1.79351 -5.08648 3.63663
F 2.67377 -3.08611 3.49309
F 2.79777 -4.24571 5.38196
C -6.85048 3.54539 4.20328
F -7.77339 4.24637 4.96897
F -7.09089 3.86276 2.94168
F -5.63159 3.89989 4.54396
S -7.26520 1.77325 4.57607
O -6.59636 1.55357 5.83460
O -8.69023 1.69673 4.54016
N -6.41349 0.98744 3.48905
S -6.85724 0.61186 2.01261
O -7.97868 1.33276 1.47720
O -5.73835 0.30235 1.18571
C -7.61710 -1.05504 2.33453
F -8.93446 -0.98456 2.27246
F -7.19543 -1.95110 1.41611
F -7.30702 -1.57293 3.51975
C -1.90830 2.78566 3.11656
F -1.21426 3.23843 4.09884
F -2.86405 2.01115 3.60023
F -2.53043 3.82419 2.42310
S -0.83406 1.87530 1.93992
O -0.35172 0.72538 2.67756
O -1.60193 1.67311 0.74833
N 0.33350 2.95111 1.89324
S 0.76909 3.80503 0.57041
O 0.57352 3.16933 -0.66295
O 0.45146 5.19330 0.73381
C 2.57674 3.73874 0.95317
F 3.34783 4.45484 0.13093
F 2.84877 4.22864 2.14181
F 2.95519 2.43101 0.87487
*
```

E_LUMO: 0.9385 eV
Electronic energy: -12317.449398 Eh
Frontier orbital gap: 7.91 eV
E_HOMO: -7.0 eV